No. 1
# C6H22AgN8O6

C6H22AgN8O6 as an isolated structure (ωB97M-V/def2-TZVPD, the Open Molecules 2025 dataset).

Structure (XYZ):
```
43
Properties=species:S:1:pos:R:3:forces:R:3
Ag 0.702538 -0.120577 -0.470196 0.9 0.8 -0.5
C 0.591228 -3.134497 -1.746586 -0.3 -2.0 2.1
C 0.689438 -3.358837 -0.246016 -0.1 -0.8 1.2
O 1.603048 -2.452087 0.370554 0.0 -0.6 0.0
O -0.391582 -2.130287 -1.771826 -0.1 1.1 -1.1
H 0.300288 -4.094717 -2.172526 -0.6 0.2 -0.4
H 1.626288 -3.002997 -2.061966 -0.3 1.3 -0.7
H 0.826578 -4.399347 0.048324 1.0 -0.2 -0.2
H -0.270102 -3.191387 0.243224 -0.3 0.4 -0.4
H 2.326508 -2.938607 0.772424 0.2 -0.1 0.0
H -1.151452 -2.243547 -2.347476 0.5 -0.6 -0.6
C -2.131542 -0.652867 1.549474 0.3 -0.6 2.4
O -1.076252 -0.616367 0.974174 0.7 0.0 -2.0
N -2.140562 -0.517267 2.887074 -0.1 0.7 0.8
N -3.375482 -0.949577 1.171294 -1.7 -0.4 -2.3
H -1.239642 -0.409787 3.330804 -0.6 0.0 0.4
H -3.049772 -0.713887 3.280494 1.0 0.1 1.2
H -4.143612 -0.723817 1.786994 0.1 -0.2 -0.5
H -3.585992 -1.364637 0.274904 0.1 0.4 0.2
C -1.495262 0.638413 -2.972906 2.9 1.4 -1.3
O -0.606132 0.625803 -2.124706 -0.6 0.8 -0.3
N -2.506522 -0.125817 -3.067956 -3.7 -4.0 1.6
N -1.516722 1.390273 -4.091886 2.3 3.3 -1.2
H -2.570882 -0.817817 -2.335096 -0.9 0.0 -0.4
H -3.184592 0.090233 -3.784656 -0.2 -0.7 0.7
H -1.918502 1.167123 -4.991266 -0.2 -0.5 0.5
H -0.765272 2.057823 -4.190866 0.0 -0.1 0.1
C 0.303128 3.441243 -0.039006 1.3 -3.5 0.4
O 0.523728 2.304083 -0.402406 0.7 -1.5 -2.0
N 1.012908 4.469373 -0.350046 2.7 4.1 -2.0
N -0.510522 3.579163 0.943454 -3.7 1.9 3.6
H 0.942858 5.378763 0.083784 -0.3 -0.4 0.0
H 1.725658 4.436883 -1.064906 -0.3 -0.5 0.1
H -0.739782 4.519253 1.232894 -0.4 -0.4 0.3
H -1.077122 2.799743 1.246054 0.2 0.3 -0.2
C 2.830528 0.160243 2.231214 -0.1 -1.7 -6.6
O 1.909088 0.143833 1.420284 -1.9 0.9 0.8
N 2.852648 0.414273 3.442644 -1.6 2.2 7.9
N 4.029848 -0.161537 1.816234 3.2 -1.1 -1.7
H 2.043098 0.820453 3.889584 0.3 -0.2 0.1
H 3.756508 0.464863 3.890514 -0.6 0.3 0.3
H 4.141908 -0.354727 0.831234 0.2 -0.2 0.3
H 4.709478 -0.426857 2.514674 0.3 -0.1 -0.8
```
Forces are in eV/Å.

Values from the calculation:
multiplicity: 3
total charge: +1
highest occupied orbital energy (spin up / spin down): -5.98 / -12.19 eV

***

No. 2
# C15H13CoF3IN2S3

C15H13CoF3IN2S3 as an isolated structure (ωB97M-V/def2-TZVPD, the Open Molecules 2025 dataset).

Structure (XYZ):
```
38
Properties=species:S:1:pos:R:3:forces:R:3
Co -0.212216 -0.112108 0.540458 0.4 0.6 0.2
C -2.426774 2.372443 3.900373 0.0 -0.1 0.0
C -1.713958 1.348007 3.052916 0.0 0.4 -0.6
S -1.298238 1.841164 1.483456 -0.2 -0.1 0.3
C -1.408461 0.082182 3.556262 0.4 -0.5 -0.1
C -1.889507 -0.363667 4.908598 -0.1 0.1 0.0
S -0.469722 -1.059446 2.707020 -0.1 0.0 0.2
H -2.441835 3.326059 3.380701 0.0 0.0 0.0
H -1.922876 2.505898 4.859742 0.0 0.0 0.0
H -3.458451 2.071335 4.096927 0.0 0.0 0.0
H -2.376360 0.435971 5.462890 0.0 -0.1 0.0
H -1.062278 -0.755815 5.500474 0.0 0.0 0.0
H -2.603098 -1.180097 4.781415 0.0 0.0 0.0
F 1.859946 3.997740 -3.500275 0.1 -0.1 0.0
C 2.171219 2.713335 -3.202077 0.1 0.0 -0.1
F 3.131524 2.745679 -2.283984 -0.1 0.0 -0.1
F 2.719003 2.192032 -4.332158 0.0 0.1 0.1
C 0.929338 1.949894 -2.832274 -0.2 -0.1 0.0
C -0.046995 1.912343 -3.812057 0.1 0.0 0.2
C -1.244447 1.248547 -3.587244 -0.1 0.0 -0.1
C -1.408482 0.623200 -2.370335 -0.1 0.0 0.0
N -0.474797 0.630254 -1.423837 0.1 0.0 -0.1
C 0.698527 1.293147 -1.601952 0.1 0.1 -0.1
S 1.726801 1.226679 -0.236257 0.1 -0.1 0.2
H 0.138172 2.412864 -4.754413 0.0 0.0 0.0
H -2.020805 1.216915 -4.337254 0.0 0.0 0.0
H -2.324078 0.096184 -2.129747 0.0 0.0 0.0
I -1.802540 -2.523339 -0.485606 0.1 -0.4 -0.1
C 0.275800 -2.861195 -0.599704 -0.3 0.1 0.1
C 0.791418 -3.989633 -1.205872 0.0 -0.1 0.0
C 2.171801 -4.122856 -1.224446 0.0 0.1 0.0
C 2.953887 -3.140887 -0.637194 0.0 0.0 0.0
C 2.333131 -2.046636 -0.060286 0.1 0.0 0.0
N 1.007006 -1.906564 -0.049158 -0.3 -0.1 -0.1
H 0.142850 -4.734503 -1.642824 0.0 0.0 0.0
H 2.626416 -4.985837 -1.692457 0.0 0.0 0.0
H 4.032143 -3.211392 -0.630333 0.0 0.0 0.0
H 2.896938 -1.247897 0.400512 0.0 0.0 0.0
```
Forces are in eV/Å.

Values from the calculation:
multiplicity: 5
highest occupied orbital energy (spin up / spin down): -7.15 / -7.72 eV

***

- Which of these has the highest multiplicity?
  C15H13CoF3IN2S3

***

What did the second record say?
# C15H13CoF3IN2S3

C15H13CoF3IN2S3 as an isolated structure (ωB97M-V/def2-TZVPD, the Open Molecules 2025 dataset).

Structure (XYZ):
```
38
Properties=species:S:1:pos:R:3:forces:R:3
Co -0.212216 -0.112108 0.540458 0.4 0.6 0.2
C -2.426774 2.372443 3.900373 0.0 -0.1 0.0
C -1.713958 1.348007 3.052916 0.0 0.4 -0.6
S -1.298238 1.841164 1.483456 -0.2 -0.1 0.3
C -1.408461 0.082182 3.556262 0.4 -0.5 -0.1
C -1.889507 -0.363667 4.908598 -0.1 0.1 0.0
S -0.469722 -1.059446 2.707020 -0.1 0.0 0.2
H -2.441835 3.326059 3.380701 0.0 0.0 0.0
H -1.922876 2.505898 4.859742 0.0 0.0 0.0
H -3.458451 2.071335 4.096927 0.0 0.0 0.0
H -2.376360 0.435971 5.462890 0.0 -0.1 0.0
H -1.062278 -0.755815 5.500474 0.0 0.0 0.0
H -2.603098 -1.180097 4.781415 0.0 0.0 0.0
F 1.859946 3.997740 -3.500275 0.1 -0.1 0.0
C 2.171219 2.713335 -3.202077 0.1 0.0 -0.1
F 3.131524 2.745679 -2.283984 -0.1 0.0 -0.1
F 2.719003 2.192032 -4.332158 0.0 0.1 0.1
C 0.929338 1.949894 -2.832274 -0.2 -0.1 0.0
C -0.046995 1.912343 -3.812057 0.1 0.0 0.2
C -1.244447 1.248547 -3.587244 -0.1 0.0 -0.1
C -1.408482 0.623200 -2.370335 -0.1 0.0 0.0
N -0.474797 0.630254 -1.423837 0.1 0.0 -0.1
C 0.698527 1.293147 -1.601952 0.1 0.1 -0.1
S 1.726801 1.226679 -0.236257 0.1 -0.1 0.2
H 0.138172 2.412864 -4.754413 0.0 0.0 0.0
H -2.020805 1.216915 -4.337254 0.0 0.0 0.0
H -2.324078 0.096184 -2.129747 0.0 0.0 0.0
I -1.802540 -2.523339 -0.485606 0.1 -0.4 -0.1
C 0.275800 -2.861195 -0.599704 -0.3 0.1 0.1
C 0.791418 -3.989633 -1.205872 0.0 -0.1 0.0
C 2.171801 -4.122856 -1.224446 0.0 0.1 0.0
C 2.953887 -3.140887 -0.637194 0.0 0.0 0.0
C 2.333131 -2.046636 -0.060286 0.1 0.0 0.0
N 1.007006 -1.906564 -0.049158 -0.3 -0.1 -0.1
H 0.142850 -4.734503 -1.642824 0.0 0.0 0.0
H 2.626416 -4.985837 -1.692457 0.0 0.0 0.0
H 4.032143 -3.211392 -0.630333 0.0 0.0 0.0
H 2.896938 -1.247897 0.400512 0.0 0.0 0.0
```
Forces are in eV/Å.

Values from the calculation:
multiplicity: 5
highest occupied orbital energy (spin up / spin down): -7.15 / -7.72 eV